Formula: C24H17ClN4O4Rh
Source: the OMol25 dataset
Level of theory: ωB97M-V/def2-TZVPD

XYZ file:
```
51
Properties=species:S:1:pos:R:3
Rh -0.353 0.079 0.003
O 2.191 -0.933 -6.655
C 3.309 -1.361 -5.916
N 2.816 -1.472 -4.558
C 3.647 -1.682 -3.518
O 4.847 -1.817 -3.633
C 3.002 -1.741 -2.157
C 3.575 -2.544 -1.178
C 3.018 -2.577 0.088
C 1.914 -1.791 0.353
N 1.383 -1.002 -0.586
C 1.911 -0.967 -1.816
H 2.405 -0.934 -7.593
H 4.130 -0.641 -5.936
H 3.688 -2.327 -6.262
H 1.814 -1.485 -4.463
H 4.455 -3.123 -1.427
H 3.436 -3.194 0.871
H 1.435 -1.785 1.321
H 1.460 -0.285 -2.523
Cl -6.286 -5.229 2.933
C -5.106 -4.139 2.311
C -3.762 -4.487 2.366
C -2.818 -3.610 1.868
C -3.218 -2.390 1.326
C -4.570 -2.051 1.278
C -5.517 -2.928 1.768
C -2.213 -1.457 0.815
O -2.511 -0.278 0.456
O -0.977 -1.813 0.721
H -3.467 -5.434 2.793
H -1.766 -3.858 1.899
H -4.861 -1.099 0.855
H -6.569 -2.682 1.732
N 3.041 5.238 7.775
C 2.691 4.638 6.860
C 2.239 3.892 5.716
C 2.113 4.523 4.481
C 1.640 3.818 3.391
C 1.287 2.474 3.525
C 1.437 1.841 4.759
C 1.911 2.546 5.848
C 0.765 1.755 2.397
C 0.329 1.156 1.450
H 2.385 5.565 4.383
H 1.531 4.301 2.430
H 1.172 0.797 4.855
H 2.027 2.060 6.807
N -1.101 1.839 -2.519
C -0.706 1.065 -1.770
H -1.447 2.516 -3.175
```

* strongest force on any atom: 4.7 eV/Å
* charge: +1
* highest occupied orbital energy (alpha / beta): -11.197 / -11.197 eV
* ΔE to the lowest compared entry with this formula, charge and spin: 34.3 kcal per mole

natural (NBO) atomic charge list, values in e, 8 entries: 1.0540, -0.7216, 0.1071, -0.6150, 0.6549, -0.5804, -0.1460, -0.0770

Formula: C17H20AuF3O3
Source: the OMol25 dataset
Level of theory: ωB97M-V/def2-TZVPD

XYZ file:
```
44
Properties=species:S:1:pos:R:3
Au 0.175 1.103 -0.271
C 0.884 2.886 -1.728
C 2.071 2.257 -1.220
C 2.080 0.896 -1.683
H 2.885 2.756 -0.707
C 0.916 0.703 -2.517
C 0.197 1.939 -2.557
H -0.674 2.148 -3.168
H 0.619 3.931 -1.593
H 2.884 0.187 -1.525
H 0.699 -0.183 -3.109
C -1.370 2.333 1.104
C -1.891 2.418 -0.220
C -2.243 1.099 -0.658
H -2.074 3.340 -0.762
C -2.006 0.202 0.431
C -1.424 0.952 1.511
H -1.206 0.574 2.504
H -1.131 3.172 1.753
H -2.722 0.835 -1.596
H -2.325 -0.838 0.479
O 0.485 -1.072 -0.395
C -0.964 -3.403 -0.469
C 0.319 -3.296 0.247
C -1.009 -3.273 -1.926
C -2.198 -3.683 0.278
C 0.538 -1.840 0.759
H 1.137 -3.549 -0.439
H 0.351 -4.000 1.086
H -0.257 -1.567 1.502
H 1.531 -1.742 1.244
H -0.785 -4.240 -2.415
H -0.274 -2.536 -2.287
H -2.015 -2.968 -2.258
H -2.351 -4.769 0.420
H -3.078 -3.309 -0.270
H -2.190 -3.226 1.281
F 3.020 3.560 3.645
C 2.713 2.308 3.239
F 3.881 1.648 2.973
F 2.105 1.659 4.277
C 1.784 2.259 1.977
O 1.387 3.292 1.426
O 1.527 1.041 1.639
```

* multiplicity: 3
* strongest force on any atom: 3.6 eV/Å
* charge: -2
* highest occupied orbital energy (alpha / beta): 0.377 / 0.619 eV
* ⟨S²⟩: 2.01
* ΔE to the lowest compared entry with this formula, charge and spin: 15.1 kcal per mole

natural (NBO) atomic charge list, values in e, 8 entries: 1.2529, -0.3155, -0.3397, -0.3418, 0.2196, -0.2750, -0.3881, 0.2023

Formula: C12H16N2
Source: the OMol25 dataset
Level of theory: ωB97M-V/def2-TZVPD

XYZ file:
```
30
Properties=species:S:1:pos:R:3
C -1.434 1.008 -2.335
C -0.763 -0.032 -3.230
C 0.567 -0.583 -2.746
C 1.203 -1.771 -2.963
N 2.494 -1.666 -2.433
C 2.565 -0.214 -1.918
N 1.409 0.361 -2.135
H -1.270 0.708 -1.213
H -2.460 1.052 -2.570
H -0.942 1.988 -2.481
H -1.655 -0.767 -3.249
H -0.677 0.239 -4.297
H 0.916 -2.753 -3.342
H 3.092 -2.373 -2.117
H 3.436 0.252 -1.439
C -1.622 1.746 4.489
C -1.084 1.041 3.183
C -0.289 1.489 2.174
C 0.083 0.634 1.192
C -0.166 -0.797 1.268
C -0.871 -1.211 2.413
C -1.518 -0.318 3.237
H -0.930 2.304 5.020
H -2.152 1.124 5.268
H -2.415 2.422 4.221
H 0.145 2.476 2.158
H 0.498 1.044 0.273
H 0.112 -1.460 0.472
H -1.001 -2.267 2.537
H -2.053 -0.807 4.161
```

* SMILES string: CCc1c[nH]cn1.Cc1ccccc1
* strongest force on any atom: 5.8 eV/Å
* highest occupied orbital energy: -8.533 eV
* ΔE to the lowest compared entry with this formula, charge and spin: 56.1 kcal per mole

natural (NBO) atomic charge list, values in e, 8 entries: -0.5967, -0.4263, 0.0657, -0.0760, -0.5704, 0.1728, -0.4582, 0.2175

Formula: C16H34O3P2PbS
Source: the OMol25 dataset
Level of theory: ωB97M-V/def2-TZVPD

XYZ file:
```
57
Properties=species:S:1:pos:R:3
P 0.103 -1.696 -3.257
P -0.003 1.438 -3.158
C -0.282 -0.793 -4.870
C 0.252 0.641 -4.848
H -1.378 -0.815 -4.993
H 0.181 -1.369 -5.686
H 1.336 0.674 -5.058
H -0.273 1.263 -5.588
C -1.616 2.257 -3.516
H -1.826 2.971 -2.708
H -2.417 1.506 -3.556
H -1.548 2.787 -4.477
C 1.117 2.880 -3.397
H 0.870 3.392 -4.339
H 2.158 2.526 -3.417
H 0.977 3.563 -2.547
C -1.030 -3.125 -3.510
H -0.828 -3.863 -2.721
H -0.853 -3.571 -4.501
H -2.070 -2.775 -3.429
C 1.683 -2.482 -3.792
H 2.478 -1.725 -3.840
H 1.542 -2.945 -4.779
H 1.953 -3.248 -3.054
Pb 0.803 -0.283 4.122
C 0.570 1.349 1.324
C -0.761 1.208 1.303
C -1.575 0.392 0.338
C -1.957 -1.021 0.832
C -0.859 -1.837 1.429
C 0.452 -1.743 1.171
C 1.119 -0.893 0.131
C 1.574 0.522 0.567
C 0.101 -2.207 5.142
H 1.013 2.134 1.961
H -1.373 1.770 2.027
H -1.075 0.341 -0.639
H -2.524 0.937 0.182
H -2.764 -0.918 1.578
H -2.412 -1.579 -0.007
H -1.206 -2.599 2.138
H 1.147 -2.398 1.720
H 0.478 -0.812 -0.761
H 2.038 -1.423 -0.186
H 2.476 0.439 1.201
H 1.887 1.077 -0.342
H 0.744 -2.321 6.040
H 0.173 -3.072 4.467
H -0.943 -2.033 5.442
C 0.314 3.085 6.955
S 0.246 1.352 6.550
O 1.607 0.981 5.981
O -0.089 0.659 7.767
O -0.745 1.183 5.424
H 0.922 3.119 7.865
H -0.698 3.445 7.171
H 0.789 3.655 6.150
```

* strongest force on any atom: 3.0 eV/Å
* charge: +2
* highest occupied orbital energy (alpha / beta): -14.981 / -15.049 eV
* ΔE to the lowest compared entry with this formula, charge and spin: 4.8 kcal per mole

natural (NBO) atomic charge list, values in e, 8 entries: 1.0612, 1.0286, -0.7064, -0.7073, 0.2450, 0.2616, 0.2449, 0.2619

Formula: C4H10ClN4S
Source: the OMol25 dataset
Level of theory: ωB97M-V/def2-TZVPD

XYZ file:
```
20
Properties=species:S:1:pos:R:3
N 0.068 2.533 -1.174
C -0.779 1.920 -0.290
N -1.523 2.649 0.566
N -0.706 0.609 -0.102
N -1.159 -0.376 -0.656
C -0.552 -1.633 -0.434
S -1.759 -3.061 -0.280
C 0.593 -1.583 0.557
C 2.012 -1.239 0.196
Cl 2.085 0.302 -0.594
H 0.688 2.038 -1.793
H 0.559 3.306 -0.759
H -1.242 3.612 0.760
H -1.833 2.065 1.286
H -0.052 -1.726 -1.403
H -2.336 -2.716 0.871
H 0.441 -0.859 1.353
H 0.488 -2.497 1.249
H 2.324 -2.071 -0.524
H 2.685 -1.270 1.170
```

* SMILES string: NC(=[NH2+])/N=N/[C@H](S)CCCl
* strongest force on any atom: 4.3 eV/Å
* charge: +1
* highest occupied orbital energy: -13.141 eV
* ΔE to the lowest compared entry with this formula, charge and spin: 2.6 kcal per mole

natural (NBO) atomic charge list, values in e, 8 entries: -0.7392, 0.6418, -0.7144, -0.1739, 0.0152, -0.2292, 0.0646, -0.4965

Formula: C2O2S
Source: the OMol25 dataset
Level of theory: ωB97M-V/def2-TZVPD

XYZ file:
```
5
Properties=species:S:1:pos:R:3
C -0.915 0.168 -0.003
C 0.949 -0.120 -0.562
O -1.035 -0.863 0.490
O -1.156 1.274 -0.285
S 2.158 -0.459 0.361
```

* multiplicity: 3
* strongest force on any atom: 3.6 eV/Å
* highest occupied orbital energy (alpha / beta): -8.093 / -11.464 eV
* ⟨S²⟩: 2.03
* ΔE to the lowest compared entry with this formula, charge and spin: 9.7 kcal per mole

How positive or negative is each atom? The natural (NBO) charges in e answer that: 0.8975, -0.1465, -0.4746, -0.4840, 0.2077

Formula: C5H9NO2S
Source: the OMol25 dataset
Level of theory: ωB97M-V/def2-TZVPD

XYZ file:
```
18
Properties=species:S:1:pos:R:3
C -0.875 -0.009 -0.819
C 0.647 -1.422 -0.599
C -0.001 -0.517 0.433
C 1.029 0.308 1.140
C -0.896 -1.161 1.459
N -0.171 -0.838 -1.577
O -0.755 3.244 -2.925
O -0.310 4.459 -0.932
S -1.115 3.413 -1.541
H 1.690 -1.349 -0.692
H 0.374 -2.513 -0.404
H 1.695 -0.416 1.402
H 0.518 0.759 1.964
H 1.622 1.041 0.522
H -1.865 -0.735 1.336
H -0.477 -1.001 2.444
H -0.938 -2.242 1.312
H -0.172 -1.021 -2.523
```

* strongest force on any atom: 3.7 eV/Å
* highest occupied orbital energy: -8.451 eV
* ΔE to the lowest compared entry with this formula, charge and spin: 99.7 kcal per mole

natural (NBO) atomic charge list, values in e, 8 entries: 0.0981, -0.2183, -0.1626, -0.5920, -0.6079, -0.5486, -0.8328, -0.8349